# 1
Molecular formula: C4H6Cl2
Method: DFT, the ωB97M-V functional and the def2-TZVPD basis

The geometry in XYZ format:
```
12
Properties=species:S:1:pos:R:3:forces:R:3:lowdin_charge:R:1
C -0.312 -1.287 -0.310 0.504 -1.495 0.129 -0.11
C 0.258 0.079 -0.173 -8.522 -1.156 1.329 -0.53
C -1.012 0.946 0.342 2.126 -0.156 -0.018 -0.08
C 1.429 0.517 -0.089 4.230 -2.321 0.190 -1.14
H -1.008 -1.501 0.630 1.239 0.147 -2.470 0.12
H -0.712 -1.548 -1.378 0.062 0.870 2.169 0.12
H 0.588 -1.877 -0.262 -0.027 -1.252 0.301 0.01
H -0.814 1.954 -0.132 -0.269 -0.204 2.202 0.04
H -1.864 0.699 -0.304 -0.227 -0.825 1.005 0.05
H -1.086 0.595 1.695 -0.055 1.827 -4.597 0.21
Cl 2.819 -0.679 0.127 -0.831 1.350 -0.555 0.55
Cl 1.715 2.103 -0.148 1.770 3.214 0.313 0.77
```
Forces are in eV/Å.

Properties
multiplicity = 1
Kohn-Sham gap = 9.8457 eV
calculated total energy = -1076.26705 Eh
energy above the lowest of the compared OMol25 structures with the same formula, charge and spin = 3.132 eV
highest occupied orbital energy = -9.2 eV
charge = 0

# 2
Molecular formula: C2H3N3
Method: DFT, the ωB97M-V functional and the def2-TZVPD basis

The geometry in XYZ format:
```
8
Properties=species:S:1:pos:R:3:forces:R:3:lowdin_charge:R:1
C 1.122 -0.077 -0.037 -0.080 -0.288 -0.455 -0.21
N 0.666 -1.289 -0.017 0.401 0.273 0.092 0.02
N -0.711 -1.219 0.122 -0.289 0.040 0.616 0.02
C -0.997 0.031 0.266 -0.414 -0.933 0.828 -0.25
N 0.112 0.886 0.106 -0.702 -0.282 -0.496 0.03
H 2.175 0.178 -0.105 -0.323 -0.012 -0.129 0.11
H -1.960 0.473 0.480 -0.108 -0.273 -0.249 0.12
H -0.407 1.016 -0.815 1.515 1.474 -0.207 0.16
```
Forces are in eV/Å.

Properties
multiplicity = 1
Kohn-Sham gap = 11.3943 eV
SMILES = c1nnc[nH]1
calculated total energy = -242.20653 Eh
energy above the lowest of the compared OMol25 structures with the same formula, charge and spin = 1.800 eV
highest occupied orbital energy = -10.6 eV
charge = 0

# 3
Molecular formula: CH3O3
Method: DFT, the ωB97M-V functional and the def2-TZVPD basis

The geometry in XYZ format:
```
7
Properties=species:S:1:pos:R:3:forces:R:3:lowdin_charge:R:1
C 1.053 -0.407 -0.366 -0.945 -0.579 -1.261 0.08
O -1.170 0.793 -0.027 -1.656 -2.161 -1.304 0.04
O 1.891 0.230 0.010 0.566 0.330 0.593 0.33
O -0.466 -0.278 0.677 0.842 1.459 0.398 -0.02
H 0.651 -0.988 -1.217 0.193 0.129 0.581 0.20
H -0.886 1.715 0.117 1.175 -0.464 1.515 0.15
H -1.073 -1.064 0.804 -0.176 1.286 -0.521 0.20
```
Forces are in eV/Å.

Properties
multiplicity = 1
Kohn-Sham gap = 11.4811 eV
calculated total energy = -265.15523 Eh
energy above the lowest of the compared OMol25 structures with the same formula, charge and spin = 0.606 eV
highest occupied orbital energy = -17.5 eV
charge = +1